The following is a DFT calculation (ωB97M-V with the def2-TZVPD basis set) of a cluster of 2 separate species, C9H13NO in total.

Output
E_tot	-480.685924	Ha
gap between HOMO and LUMO	9.9	eV
relative energy (zero: lowest compared OMol25 entry of this formula, charge and spin)	44.8	kcal/mol

The geometry in XYZ format:
```
24
Properties=species:S:1:pos:R:3:forces:R:3
C 1.11480 2.55206 1.13785 0.42 2.37 -5.87
C 1.07315 1.35795 0.15645 0.39 1.53 1.45
C 0.11046 1.40816 -0.81890 -0.50 -0.87 -1.18
C 0.15056 0.43691 -1.83524 -0.56 -1.20 -1.11
C 1.15822 -0.55496 -1.83825 0.63 1.87 0.03
C 2.13728 -0.53043 -0.81675 -2.23 -0.42 -2.51
C 2.06725 0.34561 0.17042 -1.62 1.84 1.72
H 1.48474 2.28585 2.02585 0.20 -0.81 4.10
H 0.25721 3.27914 0.91178 0.83 -1.44 1.38
H 1.99436 3.23570 0.78795 -1.16 -1.13 0.18
H -0.69438 2.16443 -0.86580 0.72 -0.36 0.29
H -0.65820 0.42650 -2.65004 1.43 0.10 1.24
H 1.44037 -1.10993 -2.71681 -0.76 -0.52 -0.17
H 2.93988 -1.17231 -0.81802 1.52 -1.76 -0.21
H 2.67564 0.11623 1.01282 0.69 0.79 0.70
C -2.78194 -1.26390 0.10602 -0.77 1.00 -3.54
C -1.98627 -2.12814 0.96483 3.90 -2.23 1.32
N -0.69698 -1.63822 1.32392 -1.68 -2.70 1.53
O -2.16576 -3.29891 1.25465 -1.48 0.59 -0.13
H -2.19977 -1.07534 -0.90506 -0.35 0.41 2.36
H -3.13179 -0.33303 0.61342 0.40 -0.66 -0.69
H -3.59885 -1.78189 -0.44286 -0.03 0.01 1.39
H -0.22038 -1.95470 2.19124 -0.92 -0.03 -1.27
H -0.46958 -0.76678 1.05051 0.94 3.61 -1.01
```
Forces are in eV/Å.

Results of the Mulliken charge analysis, in e, for atoms 1 through 4: number 1, C, carries -1.493; number 2, C, carries 0.945; number 3, C, carries -0.423; number 4, C, carries -0.450